(1)
Formula: C53H56CrN10O5
Source: the OMol25 dataset
Level of theory: ωB97M-V/def2-TZVPD

## Properties
expectation value of S²	6.405
LUMO level (spin up / spin down)	3.20 / 3.20	eV
HOMO energy (spin up / spin down)	0.16 / 0.05	eV
Kohn-Sham gap (spin up / spin down)	3.04 / 3.15	eV
multiplicity	5
net charge	-2

Each line ends with the Löwdin spin population.
Cartesian coordinates (Å):
Cr (-15.09, -17.04, 1.65)  3.3924
C (-14.94, -13.71, 2.77)  0.0044
O (-14.94, -15.09, 2.67)  0.0514
H (-14.15, -13.36, 2.11)  0.0013
H (-15.89, -13.20, 2.60)  0.0011
H (-14.67, -13.37, 3.77)  0.0006
C (-20.48, -14.91, 2.13)  0.0001
O (-20.57, -15.90, 1.10)  -0.0008
H (-19.54, -14.98, 2.69)  0.0000
H (-20.51, -13.89, 1.76)  0.0000
H (-21.10, -15.05, 3.02)  0.0000
C (-16.98, -18.39, 0.47)  0.0030
O (-15.79, -18.46, 0.17)  -0.1253
O (-17.31, -17.50, 1.21)  -0.2023
O (-17.88, -19.07, -0.07)  -0.1506
N (-14.53, -15.92, -0.22)  -0.0094
C (-13.27, -15.49, -0.71)  0.0040
C (-13.18, -14.84, -1.91)  0.0009
C (-14.32, -14.34, -2.51)  0.0029
C (-15.58, -14.67, -2.02)  0.0015
C (-15.60, -15.49, -0.90)  0.0068
H (-12.35, -15.71, -0.18)  0.0008
H (-12.20, -14.65, -2.31)  -0.0002
H (-14.16, -13.87, -3.47)  0.0001
H (-16.54, -14.35, -2.39)  0.0000
H (-16.57, -15.70, -0.46)  0.0022
N (-10.45, -10.15, 2.88)  0.0001
C (-10.66, -11.49, 2.82)  0.0002
C (-11.10, -12.12, 1.65)  0.0023
C (-11.15, -11.32, 0.47)  0.0002
C (-11.04, -9.90, 0.59)  0.0001
C (-10.76, -9.40, 1.82)  0.0000
H (-10.57, -11.99, 3.77)  0.0001
H (-11.44, -13.15, 1.67)  0.0028
H (-11.58, -11.63, -0.47)  0.0001
H (-11.26, -9.32, -0.29)  0.0000
H (-10.52, -8.35, 1.90)  0.0000
N (-9.81, -15.11, -1.75)  0.0007
C (-8.72, -15.89, -2.03)  0.0001
C (-7.70, -16.04, -1.12)  0.0031
C (-7.79, -15.51, 0.12)  0.0010
C (-8.91, -14.74, 0.42)  0.0063
C (-9.92, -14.57, -0.52)  0.0038
H (-8.72, -16.32, -3.02)  0.0001
H (-6.85, -16.65, -1.39)  0.0006
H (-6.99, -15.70, 0.82)  0.0003
H (-8.90, -14.31, 1.41)  0.0010
H (-10.83, -14.01, -0.37)  0.0008
N (-21.30, -10.23, 6.97)  0.0000
C (-20.74, -9.19, 7.73)  0.0000
C (-19.60, -8.53, 7.35)  0.0000
C (-18.80, -9.12, 6.33)  0.0000
C (-19.23, -10.23, 5.63)  0.0000
C (-20.46, -10.80, 6.03)  0.0000
H (-21.37, -8.68, 8.45)  0.0000
H (-19.16, -7.72, 7.91)  0.0000
H (-17.84, -8.72, 6.06)  0.0000
H (-18.57, -10.71, 4.93)  0.0000
H (-20.89, -11.68, 5.57)  0.0000
N (-18.18, -11.11, -2.27)  0.0000
C (-17.11, -11.40, -1.50)  0.0000
C (-17.21, -12.00, -0.22)  0.0001
C (-18.47, -12.37, 0.19)  0.0000
C (-19.56, -11.90, -0.56)  0.0000
C (-19.41, -11.21, -1.76)  0.0000
H (-16.20, -11.25, -2.07)  0.0000
H (-16.37, -12.27, 0.41)  0.0001
H (-18.54, -12.89, 1.14)  0.0000
H (-20.53, -12.15, -0.16)  0.0000
H (-20.26, -10.82, -2.31)  0.0000
N (-17.69, -14.58, 8.73)  0.0000
C (-17.03, -13.37, 8.89)  0.0000
C (-16.31, -12.68, 7.85)  0.0000
C (-16.28, -13.23, 6.57)  0.0001
C (-17.04, -14.39, 6.37)  0.0000
C (-17.68, -14.99, 7.45)  0.0000
H (-17.12, -12.89, 9.85)  0.0000
H (-15.94, -11.67, 7.91)  0.0000
H (-15.68, -12.79, 5.80)  0.0001
H (-17.11, -14.90, 5.42)  0.0000
H (-18.15, -15.95, 7.27)  0.0000
N (-11.47, -16.40, 6.37)  0.0005
C (-12.41, -15.64, 5.84)  0.0006
C (-12.38, -14.28, 5.75)  0.0002
C (-11.26, -13.59, 6.28)  0.0005
C (-10.16, -14.35, 6.78)  0.0001
C (-10.32, -15.80, 6.93)  0.0008
H (-13.18, -16.11, 5.25)  0.0001
H (-13.18, -13.61, 5.46)  0.0001
H (-11.38, -12.53, 6.45)  0.0000
H (-9.20, -13.92, 7.03)  0.0000
H (-9.52, -16.35, 7.42)  0.0000
N (-11.44, -9.38, 6.05)  0.0000
C (-11.18, -8.21, 5.45)  0.0000
C (-12.21, -7.46, 4.86)  0.0000
C (-13.48, -8.03, 4.85)  0.0000
C (-13.77, -9.23, 5.52)  0.0000
C (-12.72, -9.83, 6.17)  0.0000
H (-10.13, -7.93, 5.45)  0.0000
H (-12.00, -6.62, 4.22)  0.0000
H (-14.28, -7.65, 4.22)  0.0000
H (-14.81, -9.50, 5.44)  0.0000
H (-12.98, -10.65, 6.81)  0.0000
N (-15.14, -18.14, 3.60)  -0.0004
C (-14.68, -19.40, 3.91)  0.0057
C (-14.86, -20.05, 5.11)  -0.0014
C (-15.59, -19.34, 6.13)  0.0065
C (-15.95, -18.09, 5.91)  0.0003
C (-15.69, -17.50, 4.73)  0.0077
H (-14.11, -19.84, 3.11)  0.0020
H (-14.65, -21.09, 5.31)  -0.0002
H (-15.85, -19.69, 7.12)  0.0004
H (-16.51, -17.52, 6.64)  -0.0001
H (-16.14, -16.52, 4.68)  0.0002
N (-12.87, -17.27, 1.73)  0.2560
C (-11.90, -16.51, 2.39)  0.0823
C (-10.55, -16.62, 2.27)  0.0761
C (-10.14, -17.54, 1.27)  0.2576
C (-11.05, -18.25, 0.52)  0.0518
C (-12.41, -18.09, 0.76)  0.1996
H (-12.31, -15.81, 3.11)  0.0040
H (-9.88, -15.94, 2.77)  0.0022
H (-9.07, -17.64, 1.13)  0.0225
H (-10.57, -18.84, -0.25)  -0.0031
H (-13.04, -18.36, -0.08)  0.0185

=====

(2)
Formula: C53H57FIN6S2
Source: the OMol25 dataset
Level of theory: ωB97M-V/def2-TZVPD

## Properties
LUMO level	-4.96	eV
HOMO energy	-10.04	eV
Kohn-Sham gap	5.08	eV
net charge	+1

Each line ends with the Mulliken charge.
Cartesian coordinates (Å):
C (-5.27, 5.80, 1.40)  -0.9280
C (-6.31, 5.28, 0.33)  0.0876
F (-7.49, 6.06, 0.35)  -0.3269
N (-6.68, 3.87, 0.47)  -0.1617
C (-7.16, 3.31, 1.57)  0.2006
N (-7.35, 3.97, 2.80)  -0.1347
C (-7.83, 2.96, 3.62)  0.3938
C (-8.11, 3.34, 5.10)  0.0575
C (-8.72, 4.79, 5.27)  -0.7442
C (-7.82, 5.74, 6.18)  -0.5697
S (-7.48, 5.02, 7.84)  -0.0282
C (-5.90, 4.16, 7.81)  0.0030
S (-5.45, 3.13, 9.01)  -0.1098
N (-4.97, 4.32, 6.70)  0.2996
C (-4.25, 5.46, 6.28)  -0.3048
C (-3.42, 5.10, 5.15)  -0.4028
N (-3.64, 3.72, 4.86)  -0.5487
C (-4.56, 3.34, 5.78)  -0.1673
N (-7.95, 1.74, 2.99)  -0.3982
I (-8.60, 0.05, 3.93)  0.3946
N (-7.55, 1.98, 1.72)  -0.0620
H (-4.60, 4.99, 1.80)  0.2708
H (-5.86, 6.27, 2.23)  0.2859
H (-4.66, 6.63, 0.93)  0.2939
H (-5.84, 5.43, -0.68)  0.3867
H (-6.58, 3.26, -0.35)  0.2664
H (-8.74, 2.58, 5.64)  0.2800
H (-7.10, 3.31, 5.61)  -0.1607
H (-8.95, 5.28, 4.27)  0.4032
H (-9.71, 4.72, 5.80)  0.3367
H (-8.46, 6.66, 6.36)  0.4289
H (-6.91, 6.07, 5.62)  0.2089
H (-4.31, 6.46, 6.74)  0.4040
H (-2.69, 5.70, 4.56)  0.3805
H (-4.85, 2.27, 5.72)  0.4371
H (-7.57, 1.22, 1.04)  0.2302
C (-1.47, 6.03, 0.26)  -0.1782
C (-1.11, 5.11, -0.72)  -0.6607
C (-0.66, 5.55, -1.96)  -0.4064
C (-0.55, 6.92, -2.21)  -0.4296
C (-0.91, 7.84, -1.23)  -0.4422
C (-1.37, 7.39, 0.00)  -0.3788
H (-1.82, 5.68, 1.22)  0.4623
H (-1.18, 4.05, -0.52)  0.4150
H (-0.38, 4.84, -2.72)  0.3973
H (-0.20, 7.26, -3.18)  0.3694
H (-0.83, 8.90, -1.43)  0.4336
H (-1.66, 8.11, 0.76)  0.3886
C (3.45, 6.05, -0.57)  -0.6542
C (2.38, 6.93, -0.46)  0.2572
C (2.61, 8.30, -0.37)  -0.5666
C (3.91, 8.78, -0.40)  -0.3483
C (4.98, 7.90, -0.51)  -0.5921
C (4.75, 6.54, -0.60)  -0.1096
H (3.27, 4.98, -0.64)  0.3492
H (1.37, 6.55, -0.45)  0.2642
H (1.78, 8.98, -0.28)  0.3165
H (4.09, 9.85, -0.33)  0.3681
H (6.00, 8.28, -0.54)  0.3773
H (5.58, 5.85, -0.68)  0.3552
C (7.29, 2.97, -0.68)  -0.5175
C (7.70, 2.12, -1.70)  -0.4292
C (6.77, 1.35, -2.39)  -0.3497
C (5.42, 1.43, -2.06)  0.1055
C (5.01, 2.28, -1.04)  -0.6797
C (5.94, 3.04, -0.35)  -0.3788
H (8.01, 3.57, -0.14)  0.3778
H (8.75, 2.06, -1.96)  0.3678
H (7.10, 0.68, -3.18)  0.3815
H (4.70, 0.83, -2.60)  0.1345
H (3.96, 2.35, -0.79)  0.3718
H (5.61, 3.70, 0.45)  0.6053
C (2.48, -3.66, -4.46)  -0.1977
C (1.73, -2.77, -5.22)  -0.5120
C (2.10, -1.43, -5.29)  -0.4298
C (3.22, -0.99, -4.60)  -0.3034
C (3.97, -1.87, -3.84)  -0.3096
C (3.60, -3.21, -3.77)  -0.3256
H (2.19, -4.71, -4.40)  0.3693
H (0.86, -3.13, -5.76)  0.3644
H (1.51, -0.74, -5.88)  0.3605
H (3.50, 0.06, -4.66)  0.3873
H (4.84, -1.52, -3.30)  0.2834
H (4.18, -3.90, -3.17)  0.3297
C (3.98, -6.61, -1.27)  -0.3361
C (2.94, -6.97, -0.43)  -0.5577
C (1.89, -7.75, -0.92)  -0.3628
C (1.90, -8.16, -2.25)  -0.4170
C (2.95, -7.80, -3.09)  -0.4112
C (3.99, -7.02, -2.59)  -0.6983
H (4.79, -6.00, -0.88)  0.4365
H (2.93, -6.66, 0.61)  0.3826
H (1.07, -8.03, -0.27)  0.5192
H (1.09, -8.77, -2.63)  0.4072
H (2.96, -8.12, -4.12)  0.4898
H (4.81, -6.73, -3.25)  0.5442
C (-2.30, -9.14, -0.52)  -0.3650
C (-3.07, -9.84, 0.40)  -0.3948
C (-3.39, -9.26, 1.62)  -0.3870
C (-2.95, -7.97, 1.92)  -0.3609
C (-2.18, -7.27, 1.00)  -0.4136
C (-1.86, -7.85, -0.22)  -0.3565
H (-2.05, -9.59, -1.47)  0.3516
H (-3.42, -10.84, 0.17)  0.3627
H (-3.98, -9.81, 2.35)  0.3559
H (-3.20, -7.52, 2.87)  0.3521
H (-1.84, -6.27, 1.23)  0.3609
H (-1.26, -7.31, -0.94)  0.4954
C (6.22, -9.87, -3.12)  -0.0661
C (7.53, -9.62, -2.73)  -0.5019
C (8.56, -10.40, -3.22)  -0.3269
C (8.29, -11.43, -4.11)  -0.4407
C (6.98, -11.69, -4.50)  -0.3251
C (5.95, -10.91, -4.01)  -0.4989
H (5.41, -9.26, -2.74)  0.3674
H (7.74, -8.81, -2.04)  0.3611
H (9.58, -10.20, -2.91)  0.3601
H (9.10, -12.04, -4.50)  0.3534
H (6.77, -12.49, -5.20)  0.3612
H (4.92, -11.11, -4.31)  0.3639

=====

(3)
Formula: C53H58As2BiN2O13P2
Source: the OMol25 dataset
Level of theory: ωB97M-V/def2-TZVPD

## Properties
LUMO level	-7.71	eV
HOMO energy	-14.71	eV
Kohn-Sham gap	7.00	eV
relative energy (zero: lowest compared OMol25 entry of this formula, charge and spin)	108.4	kJ/mol
net charge	+3

Each line ends with the Mulliken charge.
Cartesian coordinates (Å):
Bi (0.77, 0.22, -0.61)  3.3354
O (4.30, 0.35, -0.91)  0.6634
C (5.02, -0.74, -0.48)  -0.5180
C (6.30, -0.68, 0.04)  -0.7359
C (6.93, -1.84, 0.45)  -0.7647
C (6.29, -3.07, 0.35)  -1.1554
C (4.98, -3.12, -0.09)  -0.1061
C (4.33, -1.95, -0.51)  0.4654
P (2.53, -2.05, -0.69)  1.5748
C (2.21, -3.32, -1.94)  1.4954
C (3.19, -3.57, -2.90)  -0.9735
C (2.98, -4.52, -3.89)  -0.8574
C (1.79, -5.22, -3.92)  -0.7237
C (0.80, -4.98, -2.97)  -1.3423
C (1.01, -4.02, -1.99)  -0.6880
C (2.09, -2.67, 0.98)  1.3422
C (2.69, -1.99, 2.05)  -1.5677
C (2.48, -2.40, 3.35)  -0.3529
C (1.65, -3.49, 3.61)  -0.8021
C (1.06, -4.17, 2.56)  -0.6881
C (1.29, -3.77, 1.24)  -0.9564
C (4.87, 1.44, -1.52)  0.4694
C (6.15, 1.45, -2.06)  -1.0118
C (6.65, 2.63, -2.59)  -0.8706
C (5.88, 3.79, -2.60)  -0.9708
C (4.58, 3.74, -2.14)  -0.0987
C (4.05, 2.56, -1.62)  0.1032
P (2.28, 2.52, -1.26)  0.9879
C (2.07, 3.64, 0.15)  0.3006
C (2.22, 3.10, 1.43)  0.0421
C (2.18, 3.92, 2.55)  -0.7679
C (1.99, 5.28, 2.39)  -0.7122
C (1.84, 5.83, 1.13)  -0.9323
C (1.88, 5.01, 0.01)  -0.1140
C (1.51, 3.30, -2.70)  0.5933
C (0.30, 3.97, -2.56)  -0.6156
C (-0.31, 4.55, -3.67)  -1.0334
C (0.28, 4.45, -4.92)  -0.8107
C (1.49, 3.77, -5.06)  -1.0260
C (2.10, 3.20, -3.96)  -1.0175
H (6.81, 0.27, 0.15)  0.7192
H (7.93, -1.79, 0.84)  0.4721
H (6.79, -3.98, 0.65)  0.5033
H (4.45, -4.06, -0.10)  0.5417
H (4.14, -3.04, -2.87)  0.4202
H (3.75, -4.71, -4.62)  0.4781
H (1.63, -5.97, -4.69)  0.4465
H (-0.12, -5.54, -3.00)  0.5086
H (0.24, -3.85, -1.25)  0.4693
H (3.36, -1.16, 1.86)  0.3837
H (2.98, -1.89, 4.16)  0.5659
H (1.49, -3.82, 4.62)  0.4624
H (0.43, -5.02, 2.75)  0.5237
H (0.84, -4.34, 0.44)  0.4957
H (6.76, 0.56, -2.07)  0.7036
H (7.65, 2.64, -3.00)  0.4661
H (6.29, 4.72, -2.98)  0.4921
H (3.96, 4.63, -2.20)  0.4842
H (2.37, 2.03, 1.56)  0.2365
H (2.31, 3.49, 3.53)  0.5481
H (1.97, 5.93, 3.26)  0.4529
H (1.70, 6.89, 1.01)  0.4882
H (1.77, 5.45, -0.98)  0.4389
H (-0.17, 4.07, -1.59)  0.6661
H (-1.23, 5.10, -3.55)  0.5351
H (-0.18, 4.91, -5.78)  0.4745
H (1.96, 3.70, -6.03)  0.5170
H (3.06, 2.72, -4.08)  0.6563
O (0.70, 0.18, 2.15)  -0.0540
H (-0.05, 0.70, 2.49)  -0.0684
H (1.12, -0.25, 2.90)  0.1792
O (-0.93, -1.78, -1.40)  -0.0712
H (-1.84, -1.42, -1.40)  -0.0934
H (-0.84, -2.24, -2.25)  0.2496
O (2.59, 0.02, -3.30)  -0.4873
H (3.41, -0.48, -3.39)  0.1851
H (2.57, 0.60, -4.07)  0.2506
O (-0.79, 2.26, 0.30)  -0.1202
H (-0.34, 3.05, 0.62)  0.1588
H (-1.28, 1.93, 1.09)  0.0229
N (-2.16, 1.28, -3.70)  0.2622
C (-1.41, 0.52, -4.56)  -1.4247
C (-0.30, 0.14, -3.87)  -0.8183
N (-0.38, 0.69, -2.60)  1.6483
C (-1.52, 1.36, -2.53)  -1.3967
H (-3.07, 1.68, -3.88)  0.2738
H (-1.72, 0.31, -5.57)  0.4784
H (0.51, -0.48, -4.18)  0.6440
H (-1.89, 1.88, -1.67)  0.6906
C (-5.01, 2.45, -0.02)  -0.9872
O (-4.41, 1.45, -0.88)  -0.3941
C (-3.99, 0.27, -0.45)  0.1133
O (-3.44, -0.47, -1.26)  -0.8490
C (-4.10, -0.13, 0.98)  1.0226
C (-5.20, -0.09, 1.73)  0.4780
As (-5.38, -0.11, 3.76)  0.2736
C (-6.90, -1.33, 3.90)  -1.1851
C (-3.78, -1.23, 3.85)  0.6805
C (-2.75, -0.56, 3.28)  0.5147
As (-2.32, -1.02, 1.43)  0.6516
C (-2.99, -2.83, 1.12)  -1.5953
C (-2.51, 0.88, 3.52)  -0.8072
O (-1.92, 1.60, 2.70)  -0.6695
O (-2.86, 1.28, 4.72)  -0.2834
C (-2.66, 2.66, 5.09)  -0.7466
C (-3.65, -2.72, 4.04)  0.0327
O (-2.57, -3.27, 4.05)  -0.5348
O (-4.81, -3.30, 4.30)  -0.2328
C (-4.73, -4.70, 4.65)  -0.7548
C (-6.53, 0.41, 1.22)  -0.3264
O (-7.00, 1.41, 1.69)  -0.5115
O (-7.17, -0.26, 0.26)  -0.3594
C (-6.79, -1.58, -0.15)  -0.3166
H (-6.09, 2.38, -0.09)  0.3289
H (-4.66, 3.40, -0.41)  0.3809
H (-4.68, 2.32, 1.01)  0.4691
H (-7.79, -0.73, 3.68)  0.4261
H (-6.95, -1.67, 4.93)  0.4561
H (-6.84, -2.19, 3.24)  0.2706
H (-3.95, -3.00, 1.59)  0.3366
H (-2.26, -3.55, 1.47)  0.3680
H (-3.10, -2.91, 0.04)  0.5326
H (-2.50, 2.65, 6.16)  0.3048
H (-3.57, 3.21, 4.85)  0.3035
H (-1.81, 3.08, 4.56)  0.2682
H (-5.75, -5.00, 4.87)  0.2538
H (-4.09, -4.82, 5.53)  0.3275
H (-4.33, -5.27, 3.82)  0.3185
H (-7.71, -2.04, -0.51)  0.3604
H (-6.38, -2.15, 0.68)  0.1059
H (-6.07, -1.53, -0.96)  0.1564

=====

Which DFT total energy belongs to each record? In order, -4021.1440; -3575.9038; -8510.0696 a.u..